# 1
The following is a DFT calculation (wB97M-V/def2-TZVPD) of a molecular structure, C35H35N3O7S2Ti.

Multiplicity ... 1

XYZ file:
```
83
Properties=species:S:1:pos:R:3:lowdin_charge:R:1
Ti 0.386 0.745 0.640 1.10
C 4.429 2.500 -1.750 -0.06
C 3.247 2.112 -2.359 -0.07
C 2.441 1.148 -1.758 -0.06
C 2.823 0.586 -0.544 -0.29
C 4.030 0.954 0.051 -0.01
C 4.824 1.911 -0.551 -0.03
N 1.885 -0.230 0.163 -0.09
C 2.268 -1.519 0.659 -0.28
C 2.366 -2.574 -0.243 -0.03
C 2.716 -3.835 0.210 -0.07
C 2.959 -4.046 1.562 -0.08
C 2.855 -2.992 2.457 -0.06
C 2.512 -1.725 2.008 -0.02
H 5.048 3.264 -2.202 0.11
H 2.950 2.551 -3.303 0.11
H 1.527 0.811 -2.236 0.11
H 4.311 0.529 1.006 0.13
H 5.735 2.234 -0.062 0.12
H 2.174 -2.391 -1.294 0.12
H 2.797 -4.656 -0.490 0.11
H 3.231 -5.032 1.916 0.11
H 3.044 -3.152 3.511 0.11
H 2.421 -0.900 2.703 0.11
C -8.669 1.507 0.703 -0.04
C -7.363 2.233 0.869 -0.26
C -6.286 1.979 0.028 -0.02
C -5.080 2.649 0.187 -0.06
C -4.952 3.581 1.203 -0.29
C -6.021 3.863 2.049 -0.05
C -7.214 3.189 1.877 -0.02
S -3.427 4.427 1.453 0.65
O -3.647 5.837 1.486 -0.26
O -2.487 3.850 0.515 -0.32
N -2.940 4.015 2.951 -0.13
C -2.778 2.614 3.347 -0.18
C -1.549 2.036 2.680 -0.11
C -1.144 0.648 3.112 -0.53
O -1.558 0.058 4.060 0.16
O -0.184 0.150 2.285 -0.16
H -8.623 0.788 -0.113 0.08
H -9.479 2.208 0.494 0.09
H -8.931 0.971 1.617 0.09
H -6.384 1.243 -0.762 0.12
H -4.247 2.458 -0.475 0.10
H -5.921 4.608 2.830 0.12
H -8.047 3.403 2.537 0.12
H -3.285 4.656 3.651 0.12
H -3.662 2.018 3.097 0.13
H -2.668 2.595 4.428 0.14
H -0.695 2.702 2.847 0.14
H -1.736 1.996 1.602 0.07
N 0.357 2.813 0.069 0.04
C 1.454 3.456 0.802 -0.29
C 2.043 2.767 1.855 -0.07
C 3.096 3.336 2.553 -0.03
C 3.590 4.570 2.161 -0.23
C 2.975 5.269 1.131 -0.02
C 1.894 4.722 0.457 -0.01
S 5.083 5.202 2.954 0.39
O 5.903 4.003 3.035 -0.36
O 5.551 6.207 2.019 -0.35
O 4.608 5.704 4.227 -0.34
H 0.527 2.889 -0.932 0.11
H -0.542 3.271 0.248 0.07
H 1.721 1.781 2.191 0.08
H 3.590 2.800 3.355 0.13
H 3.382 6.233 0.851 0.12
H 1.419 5.258 -0.358 0.12
C -1.099 0.096 -0.686 -0.16
C -1.958 -0.897 0.029 -0.31
C -3.137 -0.490 0.655 -0.06
C -3.900 -1.384 1.390 -0.07
C -3.495 -2.706 1.516 -0.08
C -2.327 -3.123 0.893 -0.07
C -1.565 -2.228 0.155 -0.04
H -1.665 0.980 -0.997 0.07
H -0.598 -0.332 -1.554 0.06
H -3.463 0.539 0.558 0.08
H -4.813 -1.046 1.867 0.11
H -4.083 -3.405 2.095 0.10
H -2.002 -4.152 0.985 0.11
H -0.648 -2.563 -0.317 0.11
```

---

# 2
The following is a DFT calculation (wB97M-V/def2-TZVPD) of a molecular structure, C35H36BaBrClN10O2S in a non-equilibrium geometry.

Multiplicity ... 1

XYZ file:
```
87
Properties=species:S:1:pos:R:3:lowdin_charge:R:1
Ba -0.923 -0.279 0.673 1.83
N -0.257 7.276 4.019 0.11
C -0.661 6.041 3.556 -0.31
C -1.968 5.846 3.091 -0.02
C -2.342 4.638 2.541 -0.06
C -1.420 3.609 2.469 -0.30
C -0.130 3.770 2.954 -0.05
C 0.250 4.980 3.495 -0.02
S -1.808 2.087 1.675 0.49
O -1.224 1.032 2.508 -0.62
O -3.224 1.918 1.465 -0.30
N -1.003 1.977 0.292 -0.43
C -1.558 2.630 -0.764 -0.49
N -1.378 2.077 -1.979 0.12
C -1.950 2.702 -3.000 -0.14
C -2.703 3.854 -2.868 -0.05
C -2.820 4.346 -1.579 -0.12
N -2.257 3.759 -0.539 0.13
H -0.973 7.916 4.314 0.09
H 0.588 7.304 4.561 0.09
H -2.681 6.659 3.161 0.11
H -3.341 4.474 2.160 0.12
H 0.567 2.941 2.918 0.11
H 1.256 5.112 3.875 0.12
H -1.806 2.239 -3.972 0.11
H -3.173 4.339 -3.710 0.10
H -3.389 5.244 -1.363 0.11
Br -2.170 -3.926 7.873 0.74
C -2.202 -3.738 5.986 -0.69
C -1.485 -2.716 5.385 -0.11
C -1.506 -2.587 4.010 0.00
C -2.220 -3.490 3.219 -0.27
C -2.955 -4.499 3.849 -0.02
C -2.949 -4.623 5.227 -0.12
N -2.230 -3.300 1.832 0.09
C -2.351 -4.275 1.034 -0.09
C -2.487 -4.103 -0.415 -0.26
C -2.880 -5.192 -1.192 -0.02
C -3.034 -5.025 -2.556 -0.05
C -2.764 -3.783 -3.109 -0.05
C -2.355 -2.762 -2.262 -0.14
N -2.227 -2.908 -0.950 0.08
H -0.920 -2.021 5.990 0.11
H -0.958 -1.787 3.528 0.09
H -3.567 -5.171 3.263 0.11
H -3.529 -5.397 5.709 0.10
H -2.341 -5.313 1.385 0.13
H -3.081 -6.147 -0.723 0.11
H -3.357 -5.849 -3.178 0.11
H -2.867 -3.612 -4.171 0.11
H -2.116 -1.779 -2.654 0.11
Cl 5.814 2.463 -1.322 0.61
C 4.638 1.633 -0.334 -0.72
C 3.474 2.283 0.050 -0.13
C 2.540 1.614 0.822 -0.08
C 2.721 0.272 1.224 -0.40
C 1.719 -0.447 1.979 -0.25
C 3.927 -0.340 0.822 -0.09
C 4.869 0.322 0.054 -0.13
H 3.307 3.307 -0.259 0.10
H 1.619 2.123 1.082 0.07
H 1.244 0.141 2.766 0.00
H 2.066 -1.413 2.346 0.00
H 4.117 -1.367 1.112 0.11
H 5.784 -0.170 -0.248 0.10
C 1.208 0.108 -3.264 -0.18
N 1.124 -1.209 -2.613 -0.09
C 2.372 -1.410 -1.854 -0.17
N 3.556 -1.343 -2.710 -0.07
C 3.577 -0.028 -3.356 -0.16
N 2.365 0.204 -4.151 -0.08
C 2.268 -0.853 -5.156 -0.18
N 2.220 -2.191 -4.553 -0.09
C 1.065 -2.236 -3.657 -0.20
C 3.433 -2.367 -3.745 -0.18
H 1.276 0.877 -2.492 0.12
H 0.299 0.280 -3.846 0.11
H 2.335 -2.391 -1.375 0.13
H 2.448 -0.640 -1.086 0.10
H 4.448 0.032 -4.013 0.13
H 3.661 0.743 -2.588 0.10
H 3.137 -0.797 -5.815 0.12
H 1.361 -0.700 -5.746 0.12
H 1.020 -3.220 -3.182 0.12
H 0.159 -2.095 -4.253 0.11
H 4.304 -2.320 -4.402 0.12
H 3.403 -3.351 -3.271 0.12
```

---

Calculated HOMO-LUMO gap in order - 6.5 4.6 eV
Calculated LUMO in order - -1.3 -0.9 eV